Here is 10 unconnected molecules or ions with the total composition C36H86N10O8 from OMol25. Energies are from ωB97M-V with the def2-TZVPD basis set.

Computed properties:
HOMO energy (alpha / beta): -0.36327 / -0.36327 Eh
Multiplicity: 2
Kohn-Sham gap (alpha / beta): 7.30 / 2.66 eV
LUMO level (alpha / beta): -2.6 / -7.2 eV
Net charge: +1
Relative energy (zero: lowest compared OMol25 entry of this formula, charge and spin): 135.2 kJ/mol

XYZ file:
```
140
Properties=species:S:1:pos:R:3:forces:R:3
C 3.932095 -1.369936 -2.278310 0.895 1.755 -0.928
C 2.960905 -2.492156 -2.458060 0.600 -1.052 0.449
N 3.223505 -3.298286 -3.690940 -2.705 -0.752 0.516
C 2.045695 -4.219106 -3.915650 0.190 -0.029 -0.263
C 1.832445 -5.287756 -2.834080 0.716 0.007 -0.124
C 4.423765 -4.115166 -3.617950 1.011 2.256 0.382
C 4.786195 -4.794836 -4.900720 -1.150 0.162 -0.328
H 3.674595 -0.489796 -1.689100 -1.037 -0.409 0.440
H 3.977385 -0.938686 -3.278340 0.589 0.163 -0.285
H 4.949915 -1.522106 -1.919190 0.031 -0.898 -0.294
H 3.028725 -3.164506 -1.602810 -0.274 -0.071 0.390
H 1.962825 -2.054266 -2.471620 -0.109 -0.294 -0.271
H 1.120905 -3.666686 -4.082090 0.134 0.384 0.071
H 2.277435 -4.724466 -4.853200 -0.232 -0.024 -0.126
H 1.720835 -4.809716 -1.860880 0.023 -0.307 0.101
H 1.036685 -6.019266 -2.974700 -0.409 0.506 -0.341
H 2.719465 -5.920576 -2.862770 0.159 0.005 0.538
H 4.499965 -4.794426 -2.768900 -0.172 -0.014 0.286
H 5.150895 -3.312446 -3.495350 0.636 -0.327 0.464
H 4.339135 -4.218176 -5.710470 0.386 0.292 -0.204
H 4.222515 -5.726426 -4.950810 0.868 -0.582 -0.166
H 5.872705 -4.796446 -4.987920 -0.224 -0.745 -0.250
C 1.261485 8.179004 -0.025650 -0.950 0.027 0.158
C 2.663905 7.616014 0.198640 -0.759 -0.144 -1.508
N 2.514065 6.163764 0.588140 2.004 2.021 2.793
C 2.059335 6.065794 1.981010 -2.283 -2.404 0.694
C 1.834365 4.597934 2.557700 0.516 0.749 -0.482
C 3.492695 5.211444 0.166620 0.477 -0.872 -1.483
C 3.126195 4.776204 -1.256120 -0.833 -0.303 -0.782
H 1.196295 9.214794 -0.358790 0.587 -0.009 0.134
H 0.635295 8.102914 0.863280 0.269 0.232 0.220
H 0.677715 7.622484 -0.758870 0.432 -0.258 -0.294
H 3.276505 7.744184 -0.693770 -0.242 -0.724 -0.356
H 3.265215 8.199614 0.895730 -0.332 -0.499 0.899
H 2.661925 6.685324 2.645220 0.462 0.019 -0.259
H 1.050055 6.467464 2.071120 0.096 0.555 -0.419
H 2.772645 4.153094 2.889150 -0.166 -0.136 -0.047
H 1.128365 4.589004 3.388110 0.301 0.600 0.254
H 1.312575 3.938664 1.864010 0.385 0.092 -0.491
H 3.634705 4.363334 0.836430 -0.559 0.248 0.094
H 4.463135 5.697184 0.064630 0.084 0.469 0.259
H 2.108315 4.389154 -1.303180 -0.145 0.068 0.217
H 3.709445 3.966754 -1.695090 0.502 0.239 0.438
H 3.154195 5.635474 -1.926170 0.133 -0.051 -0.052
C -2.691115 5.029824 -1.763780 -0.699 0.367 0.155
C -2.803795 4.066624 -2.890500 3.112 -1.256 -0.660
O -1.804475 3.553334 -3.413160 -0.453 0.395 0.612
N -4.015985 3.749834 -3.281770 -1.595 -0.106 -0.777
C -4.307215 2.947264 -4.470900 -1.502 -0.455 0.270
H -3.351335 4.725114 -0.951770 0.347 -0.241 0.313
H -3.164055 5.954474 -2.094630 0.508 0.448 0.012
H -1.643925 5.128784 -1.477960 -0.313 0.192 0.047
H -4.694305 4.441354 -2.995790 -0.440 -0.470 -0.195
H -5.396315 2.907004 -4.489590 -0.185 0.720 -0.580
H -4.195075 1.865124 -4.403860 1.210 0.070 0.627
H -3.888305 3.282724 -5.419620 0.063 0.291 0.300
C -2.292725 -1.902476 -2.182760 0.006 1.115 -0.234
C -2.842715 -1.980976 -0.773570 0.512 -0.901 -2.730
O -2.226245 -1.585486 0.175010 0.237 1.018 1.962
N -4.065385 -2.534156 -0.816890 -0.398 0.480 0.790
C -5.056495 -2.491056 0.238340 -1.191 -0.531 -0.033
H -1.210325 -1.850056 -2.300060 -0.085 -0.965 0.219
H -2.521795 -0.897366 -2.536850 -0.384 0.297 0.037
H -2.860715 -2.521956 -2.876830 0.676 -0.288 -0.110
H -4.206555 -3.127036 -1.622280 -0.511 0.304 0.285
H -5.208275 -3.503546 0.612430 -0.182 0.288 0.372
H -6.007645 -2.103466 -0.126610 -0.204 -0.441 -0.681
H -4.970515 -1.794176 1.072050 1.388 -0.282 -0.069
C -2.620785 -0.967776 -6.883880 1.191 -0.280 0.795
C -1.220325 -1.103986 -6.131770 -2.577 1.288 0.959
O -1.224325 -1.096846 -4.910870 -0.315 -0.690 0.473
N -0.089035 -1.094986 -6.802410 -0.109 0.504 -2.233
C 1.158335 -1.549916 -6.278040 0.597 -0.616 0.147
H -3.141525 -1.919536 -6.778650 0.229 -0.195 -0.225
H -2.587775 -0.673886 -7.932990 0.149 -0.053 0.062
H -3.245625 -0.283886 -6.309460 0.317 0.246 -0.072
H -0.189485 -0.845846 -7.776040 0.408 -0.407 0.025
H 1.220265 -2.622246 -6.463420 0.299 -0.135 0.109
H 1.208095 -1.409906 -5.198210 0.013 0.224 -0.181
H 1.999825 -1.078206 -6.785470 -0.116 0.133 0.165
C -4.318415 0.751914 4.975120 0.037 0.895 -0.396
C -3.136215 1.429284 4.278000 1.913 -2.636 2.406
O -2.005845 0.907614 4.496380 -1.928 2.005 -1.252
N -3.407185 2.522574 3.533160 1.456 -0.895 0.068
C -2.301415 3.132304 2.756810 -1.562 0.340 -0.134
H -4.970435 0.446444 4.156800 -0.336 -0.547 0.356
H -4.864565 1.436994 5.623560 -0.103 0.305 -0.233
H -3.992235 -0.042426 5.646490 0.115 -0.145 -0.640
H -4.387955 2.595134 3.303130 0.306 0.561 -0.344
H -2.462665 4.203134 2.880960 0.538 0.135 -0.236
H -2.394375 2.866984 1.703690 0.001 0.053 -0.105
H -1.312465 2.807834 3.080550 -0.446 -0.090 0.472
C 3.339535 -2.886226 2.176520 -0.146 -0.489 -0.311
C 2.016345 -3.685556 2.078080 1.344 0.871 0.465
O 1.699195 -4.473676 2.910800 -0.490 -1.839 2.255
N 1.266145 -3.428496 1.024670 -0.857 0.615 -2.338
C -0.046575 -4.023906 0.688320 0.093 -0.179 0.471
H 4.158835 -3.552526 2.446480 -0.146 -0.341 -0.319
H 3.374635 -2.170176 2.997580 -0.595 0.240 -0.179
H 3.545675 -2.424656 1.210830 0.255 0.299 0.186
H 1.675065 -2.706976 0.448220 -0.844 0.076 -0.426
H -0.234265 -4.955446 1.222270 0.519 0.140 0.411
H -0.168725 -4.324456 -0.352290 0.550 0.432 -0.235
H -0.882105 -3.366786 0.929540 0.258 0.221 -0.047
C -0.072565 0.724064 1.288110 0.526 -1.008 0.164
C 0.402005 0.312724 -0.146720 0.835 -2.525 6.546
O 1.169675 -0.645796 -0.249910 -0.260 0.425 -0.738
N -0.009625 1.082834 -1.053800 -0.487 1.903 -5.097
C 0.296265 0.657184 -2.425620 -0.510 0.202 -1.058
H 0.315335 1.716424 1.518020 -0.200 0.128 0.145
H 0.331665 0.010094 2.005700 0.732 0.108 -0.164
H -1.114105 0.595334 1.582580 -0.398 0.550 -0.926
H -0.628925 1.864844 -0.895590 0.066 -0.405 0.009
H -0.494555 1.003534 -3.091000 -0.031 -0.132 0.063
H 0.387175 -0.427126 -2.489710 -0.435 0.127 0.298
H 1.232145 0.987354 -2.876420 0.240 0.570 0.564
C 3.241465 -0.904386 8.315400 -0.452 0.873 -1.376
C 1.868965 -1.147096 7.639300 1.960 -0.965 2.721
O 1.084005 -1.640106 8.415090 -2.032 -0.184 -0.423
N 1.743425 -0.905526 6.344010 1.208 0.866 -0.763
C 0.583675 -0.992986 5.536790 -0.720 0.280 -1.282
H 3.551995 -1.825336 8.808880 0.016 0.236 -0.135
H 3.079645 -0.099706 9.032620 0.051 -0.218 0.207
H 3.962525 -0.526726 7.590450 0.470 -0.229 0.111
H 2.569545 -0.516586 5.912340 -0.194 -0.127 0.060
H 0.716435 -1.694056 4.712790 -0.220 -0.963 0.526
H 0.458405 -0.102596 4.920650 -0.218 0.660 0.582
H -0.308635 -1.141566 6.144900 0.171 -0.232 -0.215
C -3.800535 -3.619246 5.061360 0.430 -1.634 0.294
C -3.953795 -3.268166 3.644220 -3.626 1.303 -0.275
O -5.131695 -3.217646 3.178180 2.040 -0.652 0.335
N -2.914135 -2.907226 2.920160 0.466 -0.265 -1.477
C -1.704305 -2.271656 3.372310 0.273 0.086 -0.658
H -2.932245 -4.268216 5.175480 0.567 0.567 0.359
H -4.596135 -4.351716 5.197770 -0.449 0.629 0.648
H -3.806185 -2.758446 5.730000 -0.105 -0.299 0.077
H -3.135295 -2.919996 1.934760 0.311 0.629 -0.051
H -0.823095 -2.848136 3.090790 0.111 -0.541 0.966
H -1.851435 -1.991616 4.415390 0.640 -0.199 -0.112
H -1.506445 -1.378746 2.779300 -0.615 0.398 0.175
```
Positions in Å, forces in eV/Å.